{"formula": "C14H15NO3Ru", "method": "the ωB97M-V functional and the def2-TZVPD basis", "species": ["C", "C", "C", "C", "C", "Ru", "N", "C", "C", "H", "H", "H", "H", "H", "H", "H", "H", "H", "H", "O", "C", "C", "C", "C", "C", "C", "C", "O", "O", "H", "H", "H", "H", "H"], "xyz": [[-0.522, 0.774, -2.076], [0.878, 0.756, -1.710], [1.063, 1.575, -0.552], [-0.189, 2.129, -0.191], [-1.178, 1.682, -1.134], [-0.545, -0.638, -0.422], [-2.131, -0.054, 0.327], [0.295, -2.460, -0.784], [1.379, -1.564, -0.754], [2.014, 1.741, -0.038], [1.660, 0.314, -2.337], [-0.395, 2.765, 0.669], [-2.223, 1.999, -1.200], [-0.951, 0.333, -2.981], [1.887, -1.427, -1.708], [0.100, -3.035, 0.135], [-2.894, -0.717, 0.611], [1.952, -1.421, 0.159], [-0.069, -2.816, -1.759], [-0.742, 2.132, 4.181], [-0.421, 1.115, 4.963], [-0.499, 1.264, 6.368], [-0.207, 0.188, 7.191], [0.179, -1.049, 6.639], [0.271, -1.199, 5.250], [-0.023, -0.142, 4.390], [-0.010, -0.286, 2.885], [0.357, -1.357, 2.359], [-0.420, 0.765, 2.239], [-0.660, 1.675, 3.169], [-0.805, 2.240, 6.761], [-0.280, 0.312, 8.272], [0.405, -1.894, 7.298], [0.572, -2.144, 4.799]], "atomic_forces_ev_per_a": [[-0.2880, 0.2391, 0.5815], [-0.0939, 0.3545, 0.1576], [-0.1535, 0.1384, -0.6066], [-0.8860, -0.1305, -1.4047], [1.3555, 1.2091, -0.5447], [0.2504, 1.5887, -0.1354], [-2.0934, -1.2843, 1.2668], [0.0968, -0.8344, 0.5459], [0.9182, -1.3096, -0.4588], [-0.4500, -0.1819, -0.1571], [-0.4681, 0.4263, 0.4985], [0.1097, -0.3751, -0.3088], [0.5964, -0.3929, 0.2917], [0.1885, 0.4988, 0.3075], [0.0406, 0.0993, 0.5085], [-0.1358, -0.0210, -0.5984], [0.6007, 0.3837, -0.4702], [-0.0235, -0.1177, -0.1766], [0.2122, -0.2085, 0.5090], [0.3042, -0.9584, 0.7513], [-0.9233, 2.5715, 1.5096], [-0.1601, 0.6827, -1.1107], [-0.2948, 0.8465, 2.0367], [0.3796, -1.0145, -1.9760], [0.3697, -1.1531, 1.5510], [0.2087, -0.8075, -2.8666], [-0.1367, 0.2361, 1.1713], [-0.2259, 0.3234, -0.3248], [0.4953, -0.2278, 0.4920], [0.1775, -0.4809, -0.4539], [0.1334, -0.4298, -0.1842], [0.0467, -0.1153, -0.2884], [-0.0573, 0.2466, -0.2765], [-0.0938, 0.1983, 0.1637]], "energy_ev": -24968.2881, "max_force_ev_per_a": 3.1, "s_squared": 8.8451, "e_lumo_ha": [0.11913, 0.04059], "charge": -1, "homo_lumo_gap_ev": [4.3, 5.1], "spin_multiplicity": 6}



{"formula": "C6H18NO", "method": "the ωB97M-V functional and the def2-TZVPD basis", "species": ["C", "C", "C", "C", "C", "C", "N", "H", "H", "H", "H", "H", "H", "H", "H", "H", "H", "H", "H", "H", "H", "H", "H", "H", "H", "O"], "xyz": [[-2.469, 0.520, -1.184], [-2.195, -0.869, -0.602], [-1.083, -0.861, 0.450], [0.289, -1.342, -0.021], [0.912, -0.524, -1.148], [1.170, 0.904, -0.792], [2.291, 0.956, 0.261], [-1.550, 0.978, -1.576], [-3.125, 0.443, -2.050], [-2.880, 1.134, -0.384], [-1.956, -1.604, -1.372], [-3.122, -1.207, -0.137], [-0.960, 0.125, 0.930], [-1.391, -1.479, 1.301], [0.910, -1.317, 0.887], [0.235, -2.389, -0.316], [1.810, -1.029, -1.535], [0.245, -0.506, -2.020], [0.299, 1.344, -0.327], [1.524, 1.500, -1.622], [2.906, 1.767, 0.256], [1.842, 0.923, 1.201], [2.855, 0.108, 0.199], [0.540, 0.322, 3.366], [1.777, 1.248, 3.414], [1.125, 0.852, 2.820]], "atomic_forces_ev_per_a": [[0.5493, -0.5214, -0.3659], [-0.0024, 0.3228, 0.1826], [-0.1313, 0.0178, 0.5580], [-0.1072, 0.0251, 0.5528], [-0.2932, -0.7180, -0.6917], [1.0160, 0.3133, 0.3913], [-0.6230, -0.3651, 0.5842], [-0.1428, 0.0545, 0.2210], [-0.3283, 0.2083, 0.2421], [-0.1200, 0.2785, -0.2890], [0.0171, 0.0251, -0.1313], [0.0201, -0.1143, -0.0243], [-0.2440, 0.0133, -0.3573], [0.1629, -0.1952, -0.1680], [0.2795, -0.1181, -0.2677], [0.0015, -0.0203, -0.1021], [0.0204, 0.2672, 0.1928], [-0.0503, -0.0479, 0.2037], [-0.0521, 0.3137, -0.0202], [-0.1362, 0.0918, -0.2246], [-0.1284, 0.0803, -0.3801], [0.0423, -0.1077, 0.0036], [0.1513, 0.1046, -0.1386], [-0.1328, -0.1217, 0.0981], [-0.2708, -0.0974, 0.1349], [0.5024, 0.3110, -0.2042]], "energy_ev": -10045.6500, "max_force_ev_per_a": 1.1, "e_lumo_ha": -0.11962, "charge": 1, "homo_lumo_gap_ev": 11.1}



Which of these has the lowest charge?
C14H15NO3Ru